(1)
Formula: C33H70BNO18PS
Source: the OMol25 dataset
Level of theory: wB97M-V/def2-TZVPD

Bonds (Å) are listed after each position.
Element x y z (Å)
1 C 0.033 -6.696 -2.657  O2 1.412, H26 1.092, H27 1.089, H28 1.084
2 O -0.855 -6.443 -3.725  C1 1.412, C3 1.428
3 C -1.947 -5.650 -3.254  O2 1.428, C4 1.506, H29 1.090, H30 1.091
4 C -2.541 -4.927 -4.434  C3 1.506, C5 1.530, H31 1.086, H32 1.086
5 C -3.811 -4.129 -4.130  C4 1.530, C6 1.537, H33 1.084, H34 1.087
6 C -3.966 -3.547 -2.716  C5 1.537, C7 1.537, H35 1.086, H36 1.088
7 C -5.046 -2.453 -2.701  C6 1.537, C8 1.555, H37 1.086, H38 1.081
8 C -4.904 -1.309 -1.659  C7 1.555, C9 1.543, H39 1.083, H40 1.084
9 C -6.232 -1.154 -0.887  C8 1.543, C10 1.546, H41 1.089, H42 1.079
10 C -6.232 -1.623 0.586  C9 1.546, C11 1.532, H43 1.081, H44 1.086
11 C -5.282 -2.781 0.903  C10 1.532, C12 1.541, H45 1.086, H46 1.084
12 C -4.201 -2.418 1.940  C11 1.541, C13 1.529, H47 1.088, H48 1.087
13 C -3.541 -1.047 1.796  C12 1.529, C14 1.548, H49 1.087, H50 1.078
14 C -2.227 -0.943 0.983  C13 1.548, C15 1.531, H51 1.083, H52 1.087
15 C -1.030 -0.706 1.908  C14 1.531, C16 1.538, C20 1.550, H53 1.085
16 C -0.487 -2.063 2.389  C15 1.538, C17 1.524, H54 1.086, H55 1.084
17 C 0.785 -1.871 3.204  C16 1.524, C18 1.515, H56 1.087, H57 1.082
18 C 1.818 -1.219 2.310  C17 1.515, N19 1.488, H58 1.083, H59 1.081
19 N 1.333 0.159 2.024  C18 1.488, C20 1.524, H60 1.020, H61 1.024
20 C 0.048 0.156 1.204  C15 1.550, N19 1.524, P21 1.867, B23 1.628
21 P 0.380 -0.317 -0.571  C20 1.867, S22 1.938, H62 1.412, H63 1.402
22 S -0.570 0.785 -1.851  P21 1.938
23 B -0.500 1.688 1.130  C20 1.628, O24 1.360, O25 1.360
24 O -1.768 1.935 1.553  B23 1.360, H64 0.967
25 O 0.249 2.729 0.678  B23 1.360, H65 0.967
26 H 0.576 -5.793 -2.371  C1 1.092
27 H -0.505 -7.082 -1.791  C1 1.089
28 H 0.763 -7.429 -2.980  C1 1.084
29 H -1.572 -4.942 -2.516  C3 1.090
30 H -2.661 -6.307 -2.756  C3 1.091
31 H -2.756 -5.675 -5.191  C4 1.086
32 H -1.784 -4.276 -4.862  C4 1.086
33 H -3.913 -3.317 -4.841  C5 1.084
34 H -4.651 -4.799 -4.289  C5 1.087
35 H -3.028 -3.251 -2.257  C6 1.086
36 H -4.365 -4.363 -2.118  C6 1.088
37 H -5.145 -2.019 -3.692  C7 1.086
38 H -5.980 -2.966 -2.520  C7 1.081
39 H -4.065 -1.531 -1.011  C8 1.083
40 H -4.658 -0.391 -2.179  C8 1.084
41 H -6.502 -0.099 -0.872  C9 1.089
42 H -7.039 -1.644 -1.410  C9 1.079
43 H -6.062 -0.783 1.243  C10 1.081
44 H -7.250 -1.934 0.802  C10 1.086
45 H -5.860 -3.587 1.348  C11 1.086
46 H -4.822 -3.211 0.021  C11 1.084
47 H -3.433 -3.185 2.012  C12 1.088
48 H -4.696 -2.411 2.908  C12 1.087
49 H -3.287 -0.727 2.803  C13 1.087
50 H -4.221 -0.301 1.416  C13 1.078
51 H -2.354 -0.143 0.265  C14 1.083
52 H -2.068 -1.865 0.428  C14 1.087
53 H -1.339 -0.124 2.769  C15 1.085
54 H -1.272 -2.468 3.021  C16 1.086
55 H -0.351 -2.744 1.556  C16 1.084
56 H 0.533 -1.233 4.047  C17 1.087
57 H 1.154 -2.824 3.561  C17 1.082
58 H 1.840 -1.760 1.372  C18 1.083
59 H 2.781 -1.223 2.802  C18 1.081
60 H 2.077 0.704 1.588  N19 1.020
61 H 1.140 0.613 2.921  N19 1.024
62 H 1.777 -0.206 -0.745  P21 1.412
63 H 0.002 -1.657 -0.732  P21 1.402
64 H -1.807 2.717 2.121  O24 0.967
65 H 1.168 2.476 0.514  O25 0.967
66 C 4.485 5.012 -0.685  O67 1.426, H72 1.084, H73 1.089, H74 1.089
67 O 5.274 4.168 -1.521  C66 1.426, C68 1.327
68 C 4.927 2.888 -1.485  O67 1.327, O69 1.212, O70 1.324
69 O 4.022 2.410 -0.837  C68 1.212
70 O 5.760 2.209 -2.259  C68 1.324, C71 1.429
71 C 5.520 0.802 -2.314  O70 1.429, H75 1.088, H76 1.088, H77 1.082
72 H 4.872 6.021 -0.771  C66 1.084
73 H 3.443 4.999 -1.003  C66 1.089
74 H 4.567 4.679 0.348  C66 1.089
75 H 4.531 0.596 -2.720  C71 1.088
76 H 5.627 0.356 -1.328  C71 1.088
77 H 6.271 0.393 -2.977  C71 1.082
78 C 2.723 3.339 6.615  O79 1.435, H84 1.084, H85 1.087, H86 1.087
79 O 2.827 4.282 5.539  C78 1.435, C80 1.319
80 C 2.260 3.910 4.407  O79 1.319, O81 1.213, O82 1.330
81 O 1.683 2.863 4.202  C80 1.213
82 O 2.440 4.873 3.507  C80 1.330, C83 1.422
83 C 1.858 4.568 2.246  O82 1.422, H87 1.083, H88 1.087, H89 1.086
84 H 3.230 3.786 7.462  C78 1.084
85 H 1.681 3.163 6.870  C78 1.087
86 H 3.213 2.404 6.353  C78 1.087
87 H 0.786 4.451 2.340  C83 1.083
88 H 2.312 3.668 1.839  C83 1.087
89 H 2.059 5.395 1.571  C83 1.086
90 C -6.938 5.070 4.387  O91 1.431, H96 1.085, H97 1.087, H98 1.087
91 O -6.441 5.056 3.045  C90 1.431, C92 1.327
92 C -5.836 3.928 2.694  O91 1.327, O93 1.204, O94 1.333
93 O -5.674 2.961 3.393  C92 1.204
94 O -5.426 4.049 1.432  C92 1.333, C95 1.428
95 C -4.765 2.889 0.926  O94 1.428, H99 1.089, H100 1.083, H101 1.086
96 H -7.402 6.040 4.531  C90 1.085
97 H -7.682 4.290 4.529  C90 1.087
98 H -6.126 4.948 5.099  C90 1.087
99 H -5.437 2.032 0.929  C95 1.089
100 H -3.877 2.669 1.506  C95 1.083
101 H -4.476 3.109 -0.097  C95 1.086
102 C 9.008 8.722 2.255  O103 1.431, H108 1.085, H109 1.087, H110 1.087
103 O 7.588 8.556 2.196  C102 1.431, C104 1.329
104 C 7.128 7.517 2.885  O103 1.329, O105 1.202, O106 1.335
105 O 7.787 6.739 3.521  C104 1.202
106 O 5.801 7.481 2.745  C104 1.335, C107 1.428
107 C 5.172 6.404 3.442  O106 1.428, H111 1.088, H112 1.090, H113 1.080
108 H 9.240 9.596 1.656  C102 1.085
109 H 9.332 8.890 3.279  C102 1.087
110 H 9.514 7.854 1.839  C102 1.087
111 H 5.348 6.482 4.512  C107 1.088
112 H 5.532 5.445 3.072  C107 1.090
113 H 4.112 6.487 3.253  C107 1.080
114 C 5.288 -6.757 -8.736  O115 1.430, H120 1.085, H121 1.088, H122 1.087
115 O 3.992 -6.303 -8.333  C114 1.430, C116 1.331
116 C 3.528 -6.884 -7.229  O115 1.331, O117 1.202, O118 1.332
117 O 4.097 -7.720 -6.578  C116 1.202
118 O 2.320 -6.385 -6.973  C116 1.332, C119 1.430
119 C 1.685 -6.953 -5.825  O118 1.430, H123 1.089, H124 1.088, H125 1.084
120 H 5.538 -6.207 -9.637  C114 1.085
121 H 6.026 -6.546 -7.966  C114 1.088
122 H 5.270 -7.822 -8.955  C114 1.087
123 H 2.272 -6.765 -4.927  C119 1.089
124 H 1.545 -8.023 -5.963  C119 1.088
125 H 0.714 -6.480 -5.724  C119 1.084

Properties
- highest occupied orbital energy (eV) = -11.61
- M (g mol⁻¹) = 842.77
- DFT total energy (eV) = -94497.8489
- net charge = +1

These are the Löwdin partial charges, in e, on atoms 1 to 4: -0.12, -0.20, -0.25, -0.17

(2)
Formula: C33H70O36S5
Source: the OMol25 dataset
Level of theory: wB97M-V/def2-TZVPD

Bonds (Å) are listed after each position.
Element x y z (Å)
1 O 0.786 2.133 7.225  S2 1.453
2 S 0.329 2.846 6.043  O1 1.453, O3 1.465, O4 1.640, C7 1.884
3 O -0.984 3.481 5.908  S2 1.465
4 O 1.499 3.916 5.624  S2 1.640, C5 1.388
5 C 1.206 5.135 5.027  O4 1.388, C6 1.497, H8 1.092, H9 1.092
6 C 1.580 6.261 5.940  C5 1.497, H10 1.092, H11 1.090, H12 1.090
7 C 0.592 1.751 4.532  S2 1.884, H13 1.089, H14 1.088, H15 1.089
8 H 0.145 5.230 4.788  C5 1.092
9 H 1.750 5.256 4.089  C5 1.092
10 H 1.349 7.203 5.438  C6 1.092
11 H 2.657 6.296 6.105  C6 1.090
12 H 1.031 6.253 6.881  C6 1.090
13 H -0.008 0.859 4.708  C7 1.089
14 H 1.627 1.434 4.424  C7 1.088
15 H 0.243 2.331 3.679  C7 1.089
16 O -5.416 -6.811 -0.578  S17 1.436
17 S -6.214 -5.962 -1.418  O16 1.436, O18 1.432, O19 1.641, C22 1.839
18 O -7.617 -5.735 -1.242  S17 1.432
19 O -5.411 -4.534 -1.509  S17 1.641, C20 1.434
20 C -4.042 -4.568 -1.935  O19 1.434, C21 1.550, H23 1.091, H24 1.090
21 C -3.289 -3.973 -0.718  C20 1.550, H25 1.090, H26 1.090, H27 1.089
22 C -5.989 -6.579 -3.135  S17 1.839, H28 1.089, H29 1.088, H30 1.089
23 H -3.989 -3.978 -2.851  C20 1.091
24 H -3.706 -5.576 -2.176  C20 1.090
25 H -3.560 -4.510 0.191  C21 1.090
26 H -3.634 -2.961 -0.507  C21 1.090
27 H -2.207 -3.990 -0.840  C21 1.089
28 H -4.993 -7.015 -3.188  C22 1.089
29 H -6.123 -5.727 -3.799  C22 1.088
30 H -6.688 -7.399 -3.286  C22 1.089
31 O -4.720 4.829 -3.536  S32 1.450
32 S -4.740 3.466 -3.045  O31 1.450, O33 1.463, O34 1.660, C37 1.830
33 O -5.806 2.570 -3.492  S32 1.463
34 O -3.219 2.841 -3.275  S32 1.660, C35 1.446
35 C -2.975 1.431 -3.065  O34 1.446, C36 1.525, H38 1.091, H39 1.090
36 C -2.411 1.042 -1.702  C35 1.525, H40 1.088, H41 1.090, H42 1.091
37 C -4.821 3.526 -1.217  S32 1.830, H43 1.089, H44 1.089, H45 1.088
38 H -2.214 1.213 -3.815  C35 1.091
39 H -3.832 0.834 -3.377  C35 1.090
40 H -2.982 1.422 -0.858  C36 1.088
41 H -1.355 1.310 -1.713  C36 1.090
42 H -2.481 -0.047 -1.728  C36 1.091
43 H -3.813 3.642 -0.822  C37 1.089
44 H -5.224 2.615 -0.778  C37 1.089
45 H -5.403 4.398 -0.924  C37 1.088
46 O -1.609 4.706 2.633  S47 1.466
47 S -3.049 4.450 2.726  O46 1.466, O48 1.413, O49 1.613, C52 1.891
48 O -3.884 4.654 1.605  S47 1.413
49 O -3.188 2.915 3.204  S47 1.613, C50 1.436
50 C -2.888 1.930 2.204  O49 1.436, C51 1.497, H53 1.092, H54 1.090
51 C -3.916 0.866 2.428  C50 1.497, H55 1.092, H56 1.090, H57 1.088
52 C -3.809 5.326 4.219  S47 1.891, H58 1.089, H59 1.088, H60 1.089
53 H -1.882 1.586 2.455  C50 1.092
54 H -2.786 2.369 1.211  C50 1.090
55 H -3.605 0.002 1.837  C51 1.092
56 H -4.884 1.173 2.032  C51 1.090
57 H -3.949 0.619 3.487  C51 1.088
58 H -3.097 5.186 5.031  C52 1.089
59 H -4.805 4.954 4.449  C52 1.088
60 H -3.881 6.369 3.913  C52 1.089
61 O -0.625 -6.324 -3.007  S62 1.438
62 S 0.248 -5.264 -3.434  O61 1.438, O63 1.432, O64 1.655, C67 1.801
63 O 1.495 -5.027 -2.770  S62 1.432
64 O 0.472 -5.486 -5.059  S62 1.655, C65 1.495
65 C 1.765 -4.994 -5.626  O64 1.495, C66 1.465, H68 1.089, H69 1.090
66 C 1.848 -5.531 -6.986  C65 1.465, H70 1.089, H71 1.093, H72 1.090
67 C -0.614 -3.684 -3.484  S62 1.801, H73 1.090, H74 1.091, H75 1.088
68 H 2.537 -5.432 -4.994  C65 1.089
69 H 1.744 -3.906 -5.593  C65 1.090
70 H 2.750 -5.214 -7.506  C66 1.089
71 H 0.987 -5.177 -7.559  C66 1.093
72 H 1.656 -6.600 -7.082  C66 1.090
73 H -0.030 -2.932 -4.014  C67 1.090
74 H -0.651 -3.357 -2.444  C67 1.091
75 H -1.623 -3.737 -3.889  C67 1.088
76 O 1.277 -1.421 4.057  H77 0.960, H78 0.966
77 H 0.971 -2.233 4.466  O76 0.960
78 H 1.666 -1.702 3.219  O76 0.966
79 O 2.579 -2.327 1.587  H80 0.960, H81 0.969
80 H 3.254 -2.937 1.893  O79 0.960
81 H 2.691 -2.306 0.624  O79 0.969
82 O 2.648 -2.831 -1.029  H83 0.962, H84 0.961
83 H 2.726 -3.693 -1.450  O82 0.962
84 H 2.816 -2.203 -1.737  O82 0.961
85 C 0.965 6.592 1.097  C86 1.515, O90 1.406, H91 1.091, H92 1.090
86 C -0.020 5.927 0.158  C85 1.515, O87 1.435, H93 1.089, H94 1.088
87 O 0.561 4.623 0.005  C86 1.435, C88 1.307
88 C 1.541 4.462 0.855  O87 1.307, O89 1.211, O90 1.364
89 O 2.169 3.432 0.961  C88 1.211
90 O 1.956 5.641 1.400  C85 1.406, C88 1.364
91 H 0.495 6.936 2.020  C85 1.091
92 H 1.345 7.475 0.583  C85 1.090
93 H -0.056 6.513 -0.759  C86 1.089
94 H -1.019 5.872 0.587  C86 1.088
95 C 1.594 0.897 -3.944  C96 1.520, O100 1.408, H101 1.089, H102 1.089
96 C 0.524 -0.161 -4.160  C95 1.520, O97 1.400, H103 1.090, H104 1.092
97 O 1.292 -1.288 -4.474  C96 1.400, C98 1.315
98 C 2.398 -1.227 -3.765  O97 1.315, O99 1.218, O100 1.370
99 O 3.147 -2.154 -3.511  C98 1.218
100 O 2.585 0.073 -3.376  C95 1.408, C98 1.370
101 H 1.217 1.545 -3.154  C95 1.089
102 H 1.950 1.406 -4.839  C95 1.089
103 H -0.152 0.112 -4.970  C96 1.090
104 H -0.093 -0.187 -3.260  C96 1.092
105 C 5.520 -1.040 3.776  C106 1.523, O110 1.435, H111 1.090, H112 1.087
106 C 4.549 0.069 4.162  C105 1.523, O107 1.390, H113 1.092, H114 1.090
107 O 4.181 0.555 2.913  C106 1.390, C108 1.320
108 C 5.078 0.238 1.999  O107 1.320, O109 1.235, O110 1.328
109 O 5.103 0.660 0.838  C108 1.235
110 O 6.038 -0.493 2.555  C105 1.435, C108 1.328
111 H 4.951 -1.939 3.537  C105 1.090
112 H 6.334 -1.179 4.482  C105 1.087
113 H 5.021 0.839 4.775  C106 1.092
114 H 3.726 -0.310 4.767  C106 1.090
115 C 0.910 -4.975 0.599  C116 1.507, O120 1.393, H121 1.092, H122 1.089
116 C 0.468 -4.968 2.040  C115 1.507, O117 1.438, H123 1.090, H124 1.091
117 O 0.055 -6.314 2.335  C116 1.438, C118 1.330
118 C -0.044 -6.959 1.176  O117 1.330, O119 1.199, O120 1.366
119 O -0.565 -8.031 1.046  C118 1.199
120 O 0.533 -6.244 0.165  C115 1.393, C118 1.366
121 H 1.994 -5.040 0.490  C115 1.092
122 H 0.529 -4.136 0.018  C115 1.089
123 H -0.295 -4.225 2.274  C116 1.090
124 H 1.272 -4.756 2.745  C116 1.091
125 C 1.082 0.577 1.002  C126 1.518, O130 1.404, H131 1.089, H132 1.091
126 C 1.506 0.590 -0.455  C125 1.518, O127 1.365, H133 1.090, H134 1.094
127 O 0.890 -0.529 -0.938  C126 1.365, C128 1.406
128 C -0.117 -0.958 -0.056  O127 1.406, O129 1.200, O130 1.340
129 O -0.842 -1.884 -0.291  C128 1.200
130 O -0.008 -0.302 1.108  C125 1.404, C128 1.340
131 H 0.867 1.548 1.447  C125 1.089
132 H 1.895 0.149 1.591  C125 1.091
133 H 2.584 0.561 -0.613  C126 1.090
134 H 1.117 1.466 -0.984  C126 1.094
135 C 4.139 2.311 -1.796  C136 1.546, O140 1.401, H141 1.091, H142 1.087
136 C 5.216 2.984 -0.915  C135 1.546, O137 1.426, H143 1.090, H144 1.088
137 O 5.528 4.170 -1.642  C136 1.426, C138 1.313
138 C 4.711 4.360 -2.653  O137 1.313, O139 1.212, O140 1.341
139 O 4.699 5.310 -3.406  C138 1.212
140 O 4.039 3.219 -2.859  C135 1.401, C138 1.341
141 H 3.138 2.367 -1.365  C135 1.091
142 H 4.429 1.345 -2.202  C135 1.087
143 H 6.124 2.382 -0.943  C136 1.090
144 H 4.963 3.145 0.132  C136 1.088

Properties
- highest occupied orbital energy (eV) = -10.54
- M (g mol⁻¹) = 1203.22
- DFT total energy (eV) = -163239.2005
- net charge = 0

These are the Löwdin partial charges, in e, on atoms 1 to 4: -0.28, 0.69, -0.31, -0.25

What did we get for orbital gap? Answer: 8.81 10.47 eV, in the order shown.
What did we get for energy relative to the best compared isomer or geometry (same formula, charge and spin)? Answer: 0.000 1.556 eV, in the order shown.